No. 1
Entry from the Open Molecules 2025 dataset: a single C19H15N3O2S2 molecule at a distorted geometry (ωB97M-V/def2-TZVPD).

SMILES string ... Cc1ccc(-c2csc(NC(=O)CSc3nc4ccccc4o3)n2)cc1
LUMO level ... 0.438 eV
HOMO level ... -0.2966 Eh
Frontier orbital gap ... 8.510 eV
Net charge ... 0

Bonds (Å) are listed after each position.
Cartesian coordinates (Å):
1 C 2.170 5.792 3.284  C2 1.497, H39 1.087, H40 1.090, H41 1.089
2 C 2.033 4.351 2.898  C1 1.497, C3 1.389, C7 1.391
3 C 3.135 3.505 2.870  C2 1.389, C4 1.381, H38 1.081
4 C 3.003 2.174 2.523  C3 1.381, C5 1.393, H37 1.079
5 C 1.754 1.651 2.192  C4 1.393, C6 1.395, C10 1.456
6 C 0.646 2.499 2.224  C5 1.395, C7 1.379, H9 1.079
7 C 0.787 3.826 2.571  C2 1.391, C6 1.379, H8 1.081
8 H -0.080 4.470 2.590  C7 1.081
9 H -0.321 2.095 1.970  C6 1.079
10 C 1.573 0.255 1.818  C5 1.456, C11 1.366, N14 1.366
11 C 2.553 -0.677 1.625  C10 1.366, S12 1.722, H36 1.070
12 S 1.886 -2.204 1.188  C11 1.722, C13 1.762
13 C 0.290 -1.462 1.284  S12 1.762, N14 1.284, N15 1.367
14 N 0.310 -0.225 1.624  C10 1.366, C13 1.284
15 N -0.893 -2.126 1.111  C13 1.367, C16 1.371, H35 1.016
16 C -1.241 -3.327 0.550  N15 1.371, O17 1.206, C18 1.516
17 O -2.394 -3.681 0.570  C16 1.206
18 C -0.128 -4.162 -0.052  C16 1.516, H19 1.090, H20 1.088, S21 1.819
19 H 0.267 -4.869 0.678  C18 1.090
20 H 0.672 -3.547 -0.459  C18 1.088
21 S -0.814 -5.143 -1.422  C18 1.819, C22 1.724
22 C -1.392 -3.785 -2.313  S21 1.724, N23 1.294, O30 1.347
23 N -1.206 -2.552 -1.967  C22 1.294, C24 1.378
24 C -1.844 -1.823 -2.946  N23 1.378, C25 1.387, C29 1.409
25 C -1.997 -0.455 -3.120  C24 1.387, C26 1.381, H34 1.078
26 C -2.705 -0.040 -4.231  C25 1.381, C27 1.394, H33 1.080
27 C -3.245 -0.946 -5.142  C26 1.394, C28 1.384, H32 1.079
28 C -3.101 -2.314 -4.984  C27 1.384, C29 1.379, H31 1.078
29 C -2.395 -2.729 -3.874  C24 1.409, C28 1.379, O30 1.366
30 O -2.089 -3.990 -3.447  C22 1.347, C29 1.366
31 H -3.517 -3.020 -5.683  C28 1.078
32 H -3.790 -0.572 -5.995  C27 1.079
33 H -2.846 1.017 -4.401  C26 1.080
34 H -1.578 0.241 -2.413  C25 1.078
35 H -1.696 -1.569 1.390  N15 1.016
36 H 3.616 -0.573 1.694  C11 1.070
37 H 3.876 1.540 2.514  C4 1.079
38 H 4.111 3.893 3.123  C3 1.081
39 H 3.216 6.082 3.349  C1 1.087
40 H 1.702 5.967 4.253  C1 1.090
41 H 1.673 6.431 2.556  C1 1.089

=====

No. 2
Entry from the Open Molecules 2025 dataset: a 4-piece molecular cluster, C40H75ClFN2O11S3 overall at a distorted geometry (ωB97M-V/def2-TZVPD).

LUMO level ... -4.038 eV
HOMO level ... -0.4307 Eh
Frontier orbital gap ... 7.681 eV
Net charge ... +1

Bonds (Å) are listed after each position.
Cartesian coordinates (Å):
1 C 5.489 4.695 1.444  C2 1.203, H38 1.068
2 C 5.910 3.578 1.291  C1 1.203, C3 1.467
3 C 6.345 2.194 1.076  C2 1.467, C4 1.549, H39 1.091, H40 1.089
4 C 6.083 1.743 -0.383  C3 1.549, C5 1.533, H41 1.088, H42 1.089
5 C 5.111 0.568 -0.537  C4 1.533, C6 1.537, H43 1.091, H44 1.090
6 C 3.616 0.910 -0.444  C5 1.537, C7 1.519, C8 1.556, N33 1.521
7 C 3.197 1.340 0.951  C6 1.519, H45 1.089, H46 1.089, H47 1.086
8 C 2.721 -0.277 -0.900  C6 1.556, C9 1.528, C25 1.524, H48 1.096
9 C 3.047 -1.672 -0.368  C8 1.528, C10 1.531, H49 1.094, H50 1.093
10 C 1.812 -2.442 0.106  C9 1.531, C11 1.525, H51 1.089, H52 1.096
11 C 0.707 -2.646 -0.925  C10 1.525, C12 1.536, H53 1.091, H54 1.091
12 C -0.653 -2.873 -0.248  C11 1.536, C13 1.529, H55 1.092, H56 1.091
13 C -1.397 -1.555 -0.032  C12 1.529, C14 1.537, H57 1.090, H58 1.099
14 C -2.175 -1.098 -1.277  C13 1.537, C15 1.528, H59 1.095, H60 1.096
15 C -3.683 -1.293 -1.129  C14 1.528, C16 1.537, H61 1.090, H62 1.094
16 C -4.454 -0.892 -2.396  C15 1.537, C17 1.531, H63 1.091, H64 1.093
17 C -4.991 0.539 -2.307  C16 1.531, C18 1.530, H65 1.092, H66 1.096
18 C -6.290 0.623 -1.503  C17 1.530, C19 1.532, H67 1.092, H68 1.092
19 C -6.995 1.975 -1.648  C18 1.532, C20 1.529, H69 1.093, H70 1.095
20 C -7.833 2.390 -0.438  C19 1.529, C21 1.540, H71 1.091, H72 1.095
21 C -8.748 1.292 0.135  C20 1.540, C22 1.534, H73 1.092, H74 1.092
22 C -8.218 0.643 1.421  C21 1.534, C23 1.527, H75 1.093, H76 1.095
23 C -8.692 -0.787 1.673  C22 1.527, C24 1.531, H77 1.093, H78 1.093
24 C -8.210 -1.811 0.642  C23 1.531, H79 1.090, H80 1.090, H81 1.090
25 C 2.826 -0.084 -2.408  C8 1.524, O26 1.417, C29 1.502, H82 1.097
26 O 1.975 -0.857 -3.236  C25 1.417, C27 1.285
27 C 2.554 -1.358 -4.267  O26 1.285, N28 1.156
28 N 3.091 -1.804 -5.189  C27 1.156
29 C 2.721 1.408 -2.542  C25 1.502, C30 1.499, N33 1.287
30 C 2.179 2.138 -3.734  C29 1.499, C31 1.515, F32 1.369, H83 1.087
31 C 3.103 2.016 -4.928  C30 1.515, H84 1.089, H85 1.089, H86 1.090
32 F 0.974 1.541 -3.997  C30 1.369
33 N 3.208 1.946 -1.480  C6 1.521, C29 1.287, C34 1.473
34 C 3.380 3.394 -1.278  N33 1.473, C35 1.523, H87 1.089, H88 1.089
35 C 2.088 4.198 -1.362  C34 1.523, O36 1.176, Cl37 1.741
36 O 1.945 5.094 -2.110  C35 1.176
37 Cl 0.835 3.713 -0.255  C35 1.741
38 H 5.118 5.654 1.736  C1 1.068
39 H 5.796 1.575 1.786  C3 1.091
40 H 7.403 2.104 1.317  C3 1.089
41 H 5.757 2.603 -0.965  C4 1.088
42 H 7.033 1.445 -0.824  C4 1.089
43 H 5.343 0.063 -1.476  C5 1.091
44 H 5.299 -0.158 0.254  C5 1.090
45 H 3.390 0.508 1.627  C7 1.089
46 H 3.725 2.220 1.316  C7 1.089
47 H 2.137 1.574 0.968  C7 1.086
48 H 1.709 -0.017 -0.568  C8 1.096
49 H 3.705 -1.569 0.500  C9 1.094
50 H 3.615 -2.258 -1.096  C9 1.093
51 H 2.154 -3.408 0.476  C10 1.089
52 H 1.389 -1.914 0.969  C10 1.096
53 H 0.943 -3.487 -1.580  C11 1.091
54 H 0.604 -1.752 -1.542  C11 1.091
55 H -1.255 -3.527 -0.882  C12 1.092
56 H -0.526 -3.386 0.707  C12 1.091
57 H -2.068 -1.633 0.824  C13 1.090
58 H -0.656 -0.786 0.230  C13 1.099
59 H -1.832 -1.648 -2.159  C14 1.095
60 H -1.984 -0.039 -1.485  C14 1.096
61 H -3.874 -2.332 -0.861  C15 1.090
62 H -4.018 -0.649 -0.310  C15 1.094
63 H -5.283 -1.582 -2.561  C16 1.091
64 H -3.782 -0.957 -3.256  C16 1.093
65 H -5.166 0.958 -3.300  C17 1.092
66 H -4.241 1.160 -1.804  C17 1.096
67 H -6.951 -0.165 -1.873  C18 1.092
68 H -6.081 0.425 -0.450  C18 1.092
69 H -7.625 1.962 -2.542  C19 1.093
70 H -6.238 2.747 -1.815  C19 1.095
71 H -8.438 3.254 -0.717  C20 1.091
72 H -7.159 2.722 0.359  C20 1.095
73 H -9.704 1.760 0.378  C21 1.092
74 H -8.960 0.536 -0.623  C21 1.092
75 H -8.536 1.263 2.263  C22 1.093
76 H -7.124 0.665 1.422  C22 1.095
77 H -8.325 -1.083 2.659  C23 1.093
78 H -9.783 -0.793 1.741  C23 1.093
79 H -8.938 -2.612 0.516  C24 1.090
80 H -7.265 -2.268 0.936  C24 1.090
81 H -8.073 -1.361 -0.342  C24 1.090
82 H 3.865 -0.302 -2.685  C25 1.097
83 H 1.973 3.184 -3.517  C30 1.087
84 H 2.619 2.524 -5.762  C31 1.089
85 H 3.262 0.978 -5.213  C31 1.089
86 H 4.058 2.509 -4.747  C31 1.090
87 H 4.045 3.804 -2.037  C34 1.089
88 H 3.849 3.555 -0.308  C34 1.089
89 O 4.959 7.940 2.930  S90 1.436
90 S 4.142 8.529 3.953  O89 1.436, O91 1.430, O92 1.583, C95 1.755
91 O 3.177 7.705 4.614  S90 1.430
92 O 3.441 9.819 3.363  S90 1.583, C93 1.448
93 C 2.703 9.691 2.123  O92 1.448, C94 1.514, H96 1.091, H97 1.087
94 C 1.370 8.995 2.296  C93 1.514, H98 1.089, H99 1.090, H100 1.089
95 C 5.147 9.337 5.144  S90 1.755, H101 1.086, H102 1.088, H103 1.086
96 H 3.336 9.188 1.391  C93 1.091
97 H 2.565 10.718 1.796  C93 1.087
98 H 1.493 7.953 2.585  C94 1.089
99 H 0.821 9.033 1.354  C94 1.090
100 H 0.778 9.488 3.067  C94 1.089
101 H 5.864 9.970 4.629  C95 1.086
102 H 5.654 8.554 5.703  C95 1.088
103 H 4.505 9.917 5.801  C95 1.086
104 O -5.059 -3.731 0.945  S105 1.432
105 S -4.229 -4.157 2.033  O104 1.432, O106 1.433, O107 1.580, C110 1.757
106 O -2.806 -4.131 1.872  S105 1.433
107 O -4.697 -5.591 2.503  S105 1.580, C108 1.452
108 C -4.798 -6.634 1.498  O107 1.452, C109 1.513, H111 1.090, H112 1.087
109 C -3.451 -7.164 1.057  C108 1.513, H113 1.089, H114 1.090, H115 1.090
110 C -4.662 -3.283 3.495  S105 1.757, H116 1.086, H117 1.088, H118 1.086
111 H -5.382 -6.253 0.659  C108 1.090
112 H -5.380 -7.410 1.988  C108 1.087
113 H -2.875 -6.407 0.526  C109 1.089
114 H -3.602 -8.013 0.390  C109 1.090
115 H -2.866 -7.491 1.916  C109 1.090
116 H -5.740 -3.317 3.620  C110 1.086
117 H -4.324 -2.258 3.354  C110 1.088
118 H -4.150 -3.738 4.338  C110 1.086
119 O 3.701 -7.310 0.823  S120 1.429
120 S 4.581 -6.191 0.698  O119 1.429, O121 1.436, O122 1.581, C125 1.757
121 O 4.043 -4.940 0.243  S120 1.436
122 O 5.813 -6.596 -0.207  S120 1.581, C123 1.452
123 C 5.535 -7.208 -1.494  O122 1.452, C124 1.513, H126 1.090, H127 1.087
124 C 5.041 -6.219 -2.528  C123 1.513, H128 1.089, H129 1.090, H130 1.090
125 C 5.465 -5.936 2.195  S120 1.757, H131 1.086, H132 1.088, H133 1.086
126 H 4.831 -8.027 -1.345  C123 1.090
127 H 6.490 -7.635 -1.789  C123 1.087
128 H 4.063 -5.819 -2.265  C124 1.089
129 H 4.959 -6.721 -3.492  C124 1.090
130 H 5.736 -5.385 -2.623  C124 1.090
131 H 5.882 -6.884 2.520  C125 1.086
132 H 4.744 -5.565 2.921  C125 1.088
133 H 6.245 -5.200 2.020  C125 1.086

=====

No. 3
Entry from the Open Molecules 2025 dataset: a single C2H4OS molecule at a distorted geometry (ωB97M-V/def2-TZVPD).

SMILES string ... CC(=O)S
LUMO level ... 0.519 eV
HOMO level ... -0.3669 Eh
Frontier orbital gap ... 10.503 eV
Net charge ... 0

Bonds (Å) are listed after each position.
Cartesian coordinates (Å):
1 C 0.743 0.407 0.063  C2 1.553, H3 1.113, H4 1.217, H5 1.035
2 C -0.129 -0.871 -0.072  C1 1.553, O7 1.191, S8 1.782
3 H 0.673 1.054 -0.840  C1 1.113
4 H 0.198 1.048 0.943  C1 1.217
5 H 1.720 0.090 0.183  C1 1.035
6 H -1.777 0.786 -0.358  S8 1.461
7 O 0.459 -1.901 0.029  C2 1.191
8 S -1.887 -0.612 0.050  C2 1.782, H6 1.461

=====

No. 4
Entry from the Open Molecules 2025 dataset: a single C24H31FN2O3 molecule at a distorted geometry (ωB97M-V/def2-TZVPD).

SMILES string ... Cc1cc(C(C)(C)C)oc1C(=O)N(CC(=O)NC1CCCC1)Cc1ccc(F)cc1
LUMO level ... 0.078 eV
HOMO level ... -0.3030 Eh
Frontier orbital gap ... 8.324 eV
Net charge ... 0

Bonds (Å) are listed after each position.
Cartesian coordinates (Å):
1 C 1.462 1.252 -4.529  C2 1.442, H59 1.042, H60 1.209, H61 1.240
2 C 1.589 1.330 -3.095  C1 1.442, C3 1.389, C44 1.440
3 C 0.684 1.530 -2.061  C2 1.389, C4 1.469, O42 1.539
4 C -0.741 1.681 -2.385  C3 1.469, O5 1.401, N6 1.331
5 O -1.202 1.719 -3.707  C4 1.401
6 N -1.542 1.829 -1.333  C4 1.331, C7 1.422, C28 1.395
7 C -1.172 1.606 0.022  N6 1.422, H8 0.991, H9 1.083, C10 1.763
8 H -1.899 1.471 0.683  C7 0.991
9 H -0.206 1.971 0.349  C7 1.083
10 C -0.729 -0.097 0.128  C7 1.763, O11 1.142, N12 1.401
11 O -0.173 -0.730 -0.643  C10 1.142
12 N -0.570 -0.639 1.410  C10 1.401, H13 0.986, C14 1.405
13 H -1.145 -0.062 1.965  N12 0.986
14 C -0.410 -1.974 1.817  N12 1.405, H15 1.287, C16 1.463, C22 1.608
15 H 0.011 -2.475 0.709  C14 1.287
16 C -1.674 -2.576 2.242  C14 1.463, C17 1.434, H26 1.013, H27 1.294
17 C -1.404 -3.253 3.477  C16 1.434, H18 1.101, C19 1.567, H25 1.046
18 H -0.868 -4.214 3.419  C17 1.101
19 C -0.223 -2.509 4.190  C17 1.567, H20 1.290, H21 1.000, C22 1.630
20 H -0.679 -1.367 4.580  C19 1.290
21 H 0.453 -2.852 4.841  C19 1.000
22 C 0.692 -1.903 2.985  C14 1.608, C19 1.630, H23 1.179, H24 1.050
23 H 1.335 -2.870 2.781  C22 1.179
24 H 1.203 -0.990 3.059  C22 1.050
25 H -1.960 -3.662 4.264  C17 1.046
26 H -2.543 -2.074 2.382  C16 1.013
27 H -2.089 -3.432 1.365  C16 1.294
28 C -2.895 1.499 -1.401  N6 1.395, C29 1.286, H40 1.204, H41 1.281
29 C -3.402 0.330 -1.229  C28 1.286, C30 1.459, C34 1.537
30 C -4.242 -0.054 -0.100  C29 1.459, C31 1.495, H39 1.041
31 C -4.439 -1.490 0.269  C30 1.495, C32 1.479, H38 1.206
32 C -3.986 -2.495 -0.718  C31 1.479, C33 1.241, F37 1.433
33 C -3.307 -2.173 -1.705  C32 1.241, C34 1.468, H36 1.058
34 C -3.015 -0.816 -2.179  C29 1.537, C33 1.468, H35 1.048
35 H -2.389 -0.580 -2.986  C34 1.048
36 H -2.909 -3.030 -2.181  C33 1.058
37 F -4.301 -3.853 -0.386  C32 1.433
38 H -5.183 -1.448 1.217  C31 1.206
39 H -4.489 0.706 0.567  C30 1.041
40 H -3.375 2.415 -0.784  C28 1.204
41 H -3.263 1.941 -2.545  C28 1.281
42 O 1.418 2.032 -0.806  C3 1.539, C43 1.400
43 C 2.730 1.703 -1.167  O42 1.400, C44 1.418, C46 1.420
44 C 2.915 1.471 -2.554  C2 1.440, C43 1.418, H45 1.220
45 H 4.049 1.179 -2.894  C44 1.220
46 C 3.408 1.625 0.078  C43 1.420, C47 1.448, C51 1.560, C55 1.477
47 C 2.903 0.729 1.097  C46 1.448, H48 1.039, H49 0.908, H50 1.024
48 H 3.476 0.734 1.964  C47 1.039
49 H 2.077 0.834 1.458  C47 0.908
50 H 3.155 -0.214 0.786  C47 1.024
51 C 3.510 3.059 0.681  C46 1.560, H52 1.092, H53 1.055, H54 1.260
52 H 3.883 3.772 -0.057  C51 1.092
53 H 4.011 3.007 1.609  C51 1.055
54 H 2.335 3.457 0.902  C51 1.260
55 C 4.835 1.404 -0.234  C46 1.477, H56 0.987, H57 1.208, H58 1.212
56 H 4.999 0.463 -0.482  C55 0.987
57 H 5.406 2.035 -1.093  C55 1.208
58 H 5.677 1.490 0.632  C55 1.212
59 H 1.837 2.088 -5.024  C1 1.042
60 H 0.261 1.158 -4.631  C1 1.209
61 H 2.108 0.314 -5.019  C1 1.240